2 unconnected molecules or ions with the total composition C3H7N3O. Source: the Open Molecules 2025 dataset; level of theory: ωB97M-V/def2-TZVPD.

Bonds (Å) are listed after each position.
Atoms and positions in Å:
1 C 0.84 1.45 -0.03  N5 1.359, H13 1.082, H14 1.085
2 C -0.37 -0.98 0.19  C3 1.476, N4 1.354, O7 1.239
3 C -0.34 -0.07 -0.97  C2 1.476, N6 1.267
4 N -1.26 -2.00 0.18  C2 1.354, H8 1.008, H9 1.006
5 N 0.77 1.94 1.24  C1 1.359, H11 1.010, H12 1.012
6 N -0.15 -0.39 -2.18  C3 1.267, H10 1.032
7 O 0.43 -0.79 1.12  C2 1.239
8 H -1.35 -2.59 0.99  N4 1.008
9 H -1.91 -2.09 -0.58  N4 1.006
10 H 0.00 -1.40 -2.35  N6 1.032
11 H 1.49 1.65 1.88  N5 1.010
12 H -0.17 1.99 1.61  N5 1.012
13 H 1.84 1.29 -0.39  C1 1.082
14 H 0.19 2.00 -0.71  C1 1.085

As for the net charge: 0. The calculation puts the orbital gap (spin up / spin down) at 7.7359 / 7.7367 eV. The highest occupied orbital energy (spin up / spin down) is -7.425 / -7.426 eV. The energy above the lowest of the compared OMol25 structures with the same formula, charge and spin is 3.829 eV. Its spin multiplicity is 1.